Record 1
DFT (the ωB97M-V functional and the def2-TZVPD basis) results for a structure of composition C16H17CaN3O7S4Se.

Results
DFT total energy: -162806.20828 eV
maximum force: 0.2 eV Å⁻¹
HOMO-LUMO gap: 6.12 eV
HOMO: -0.074 Ha

Structure (ORCA input):
```
! wB97M-V def2-TZVPD RIJCOSX def2/J DEFGRID3
* xyz -2 1
Ca 1.01684 1.64172 -0.90312
O -2.91798 -0.09474 -0.00506
C -1.81344 0.17555 -0.82340
O -0.66103 0.12822 -0.23251
C -2.11463 1.48243 -1.61264
O -1.31755 2.54732 -1.12741
C -1.72618 3.09914 0.12315
C -0.55190 3.87834 0.74767
O -0.83718 4.87446 1.41951
O 0.60026 3.39423 0.52756
H -2.54999 -0.41204 0.83475
H -1.84893 1.38073 -2.66330
H -3.17944 1.71742 -1.52313
H -2.57552 3.77011 -0.02829
H -2.01631 2.30344 0.81749
S 2.48527 -0.75545 -0.67429
S 1.52115 -1.47861 -2.35586
S -0.25067 -2.40444 -1.79957
S -1.82680 -1.22718 -2.31796
C -1.77285 -3.81930 4.42070
N -1.00363 -3.33408 3.30451
C -1.12691 -2.10835 2.71447
Se -2.27214 -0.79083 3.28043
N -0.23009 -2.05966 1.70913
C 0.47465 -3.25953 1.64065
C 1.48995 -3.71963 0.81432
C 1.95980 -5.00518 1.04439
C 1.44565 -5.81371 2.05923
C 0.43720 -5.35341 2.89259
C -0.02749 -4.06921 2.65844
H -2.43708 -3.02094 4.74169
H -1.10784 -4.10050 5.24004
H -2.36362 -4.68872 4.12374
H -0.16956 -1.28336 1.03271
H 1.91617 -3.08311 0.05263
H 2.75120 -5.38644 0.41165
H 1.84124 -6.81202 2.20178
H 0.02954 -5.96550 3.68689
O -0.25014 3.79910 -4.58372
C 0.73494 3.95388 -3.88505
C 1.58345 5.23723 -3.93163
C 2.71910 4.95816 -2.96172
C 2.35821 3.58367 -2.41603
O 2.99813 3.00870 -1.52787
N 1.24948 3.06245 -2.98283
H 0.95098 6.07292 -3.63025
H 1.89994 5.41460 -4.95990
H 2.78211 5.65456 -2.12552
H 3.70366 4.90759 -3.42904
*
```

=====

Record 2
DFT (the ωB97M-V functional and the def2-TZVPD basis) results for a structure of composition C16H17Cl2F5O2Pt.

Results
<S²>: 6.031
DFT total energy: -62836.62606 eV
maximum force: 3.1 eV Å⁻¹
HOMO-LUMO gap (spin up / spin down): 5.59 / 5.75 eV
HOMO (spin up / spin down): -0.026 / -0.043 Ha

Structure (ORCA input):
```
! wB97M-V def2-TZVPD RIJCOSX def2/J DEFGRID3
* xyz -2 5
C -1.28746 -0.33804 -1.93319
C 0.02641 -0.33354 -2.37160
C 0.74866 0.71755 -1.74557
C 0.59076 -1.20839 -3.43210
C -0.14945 1.40352 -0.91664
C -1.45687 0.70804 -0.90120
C -2.69931 1.50782 -0.85766
C -2.37228 -1.20186 -2.45704
C 2.11828 1.13190 -2.10814
C 0.09597 2.64585 -0.14890
Pt -0.86171 -0.22295 1.12711
Cl 1.08837 -3.14639 -0.56904
Cl -2.25214 -2.46205 0.83149
O -1.44774 1.45464 2.36097
H 0.10208 -2.19591 -3.44204
H 1.66901 -1.35348 -3.27426
H 0.44275 -0.73262 -4.42542
H 2.79403 0.29574 -1.99629
H 2.43253 1.94370 -1.47192
H 2.12181 1.45874 -3.14014
H 1.16833 2.74294 0.15154
H -0.49811 2.68412 0.79682
H -0.15708 3.54512 -0.76062
H -2.57481 2.31795 -0.14662
H -3.57098 0.88961 -0.62922
H -2.94525 1.92921 -1.83435
H -2.02840 -2.23918 -2.54712
H -2.68569 -0.87306 -3.46115
H -3.23290 -1.23309 -1.78358
H -0.89346 1.02563 3.12531
O -2.88259 -0.34121 0.90881
H -3.01302 0.02145 1.82822
F 2.28483 0.62066 0.83986
C 2.03706 -0.18614 1.87913
C 0.78436 -0.72709 2.13180
C 0.54898 -1.55587 3.22027
F -0.68336 -2.02575 3.44870
C 1.54056 -1.71694 4.17753
F 1.29838 -2.47816 5.26565
C 2.76750 -1.09373 3.95551
F 3.77118 -1.30768 4.85078
C 3.03796 -0.32311 2.82912
F 4.22278 0.25204 2.62517
*
```

=====

Record 3
DFT (the ωB97M-V functional and the def2-TZVPD basis) results for a structure of composition C16H17FeO5S.

Results
<S²>: 8.762
DFT total energy: -72327.23326 eV
maximum force: 0.1 eV Å⁻¹
HOMO-LUMO gap (spin up / spin down): 8.16 / 7.81 eV
HOMO (spin up / spin down): -0.345 / -0.347 Ha

Structure (ORCA input):
```
! wB97M-V def2-TZVPD RIJCOSX def2/J DEFGRID3
* xyz 0 6
Fe -0.40809 0.00487 1.66785
O -2.09661 -0.52784 -1.32927
S -2.38114 -0.17050 0.03152
O -3.73808 0.07649 0.39338
O -1.72853 -1.21856 0.98971
O -1.47295 1.03219 0.45812
C -0.38539 1.32008 6.25655
C 0.76772 0.77479 5.70933
C 0.78414 0.38589 4.37652
C -0.34971 0.54087 3.57590
C -1.50358 1.09047 4.14078
C -1.52085 1.47766 5.47361
H -0.39938 1.62161 7.29620
H 1.65281 0.65075 6.32061
H 1.69313 -0.04111 3.96572
H -2.39805 1.21822 3.54028
H -2.42088 1.90116 5.90090
C -0.06309 0.63231 -5.44297
C 0.34829 0.12702 -4.09349
C 0.81135 1.00202 -3.11818
C 1.12304 0.57443 -1.84097
C 1.60054 1.59290 -0.84652
C 0.99297 -0.80633 -1.55228
C 1.20948 -1.33968 -0.25203
O 1.24762 -0.69462 0.82357
C 0.55667 -1.71950 -2.54935
C 0.33592 -3.18140 -2.26526
C 0.23980 -1.23020 -3.79648
H 0.30711 1.63943 -5.62485
H -1.15323 0.65600 -5.50514
H 0.29539 -0.02534 -6.23499
H 0.91414 2.05372 -3.35697
H 1.95983 2.47684 -1.37057
H 2.39297 1.21507 -0.20395
H 0.76598 1.90404 -0.21441
H 1.33916 -2.42201 -0.16709
H -0.44883 -3.31426 -1.51898
H 1.24013 -3.67800 -1.90857
H 0.01879 -3.68880 -3.17351
H -0.12859 -1.91067 -4.55472
*
```

=====

Record 4
DFT (the ωB97M-V functional and the def2-TZVPD basis) results for a structure of composition C16H17GaN3O4S4.

Results
DFT total energy: -125251.69469 eV
maximum force: 0.9 eV Å⁻¹
HOMO-LUMO gap: 7.25 eV
HOMO: -0.171 Ha

Structure (ORCA input):
```
! wB97M-V def2-TZVPD RIJCOSX def2/J DEFGRID3
* xyz -1 1
Ga -1.46707 1.00555 -0.66669
C 1.99262 -4.93100 1.12974
C 1.47900 -3.55336 1.44803
C 1.55928 -2.53800 0.49888
C 1.05671 -1.27549 0.76509
C 0.47069 -1.01684 1.99293
C 0.40344 -2.00884 2.95814
C 0.91181 -3.26884 2.68536
S -0.33216 0.55023 2.33712
O -0.79291 0.46972 3.70816
O 0.57983 1.64499 2.06979
N -1.58351 0.69517 1.34816
C -2.68700 -0.19932 1.65956
C -3.08219 -1.01873 0.42963
O -3.85982 -1.94885 0.53600
O -2.53628 -0.62241 -0.67813
H 2.75429 -4.88760 0.35231
H 1.18075 -5.56389 0.76507
H 2.41714 -5.40421 2.01508
H 2.01461 -2.73618 -0.46332
H 1.14227 -0.48776 0.02885
H -0.03969 -1.76695 3.91445
H 0.86056 -4.04121 3.44358
H -3.57414 0.37593 1.95119
H -2.43230 -0.87177 2.47900
S -1.66996 1.11048 -3.00503
C 0.04041 1.04705 -3.40010
C 0.41064 0.62342 -4.67925
C 1.73586 0.59967 -5.07493
C 2.72896 0.99854 -4.19056
C 2.38304 1.38783 -2.90867
C 1.04925 1.41390 -2.49742
S 0.71833 1.88954 -0.83301
H -0.37270 0.31513 -5.35905
H 1.99034 0.28303 -6.07897
H 3.76853 1.00311 -4.49527
H 3.14274 1.68731 -2.19743
N -0.97546 4.55682 0.21163
C -1.89726 3.78697 0.79790
N -1.88028 3.71446 2.13541
S -3.13209 3.07501 -0.12580
H -0.08832 4.66934 0.68170
H -0.92696 4.50378 -0.79261
H -0.96331 3.70891 2.56935
H -2.49771 3.02534 2.53413
*
```

=====

Record 5
DFT (the ωB97M-V functional and the def2-TZVPD basis) results for a cluster of 2 separate species, C16H17N in total.

Results
SMILES string: Cc1c[nH]c2ccccc12.Cc1ccccc1
DFT total energy: -18354.81472 eV
maximum force: 5.1 eV Å⁻¹
HOMO-LUMO gap: 8.85 eV
HOMO: -0.293 Ha

Structure (ORCA input):
```
! wB97M-V def2-TZVPD RIJCOSX def2/J DEFGRID3
* xyz 0 1
C 2.73581 1.74806 0.02926
C 1.64935 -1.05933 -2.14113
C 1.42659 0.02614 -1.20720
C 2.69619 0.46055 -0.64425
C 3.64366 -0.27490 -1.37507
C 0.62933 -1.88733 -2.64324
C -0.69681 -1.32985 -2.60082
C 0.08899 0.53554 -1.16595
C -0.89283 -0.15931 -1.92992
N 3.05054 -1.23856 -2.27501
H 3.50792 -2.07951 -2.42344
H 0.97347 -2.83588 -2.87859
H 4.70257 -0.31670 -1.51680
H -1.38094 -1.97833 -3.29183
H -0.19460 1.41351 -0.69045
H 2.37836 2.57222 -0.48042
H 3.69927 2.09944 0.24048
H -1.83639 0.18668 -2.06858
H 2.20167 1.87184 0.99692
C -1.42608 -1.34279 0.81628
C -2.70731 1.67198 3.38886
C -1.57247 1.07363 3.68200
C -3.21093 1.44804 2.13355
C -1.14000 -0.00362 2.90604
C -2.78640 0.52841 1.17837
C -1.73697 -0.28233 1.68000
H -3.26500 2.46811 3.97619
H -0.99177 1.23928 4.52195
H -3.98405 1.98902 1.74474
H -0.38061 -0.61645 3.31065
H -3.18996 0.51970 0.11321
H -1.69401 -2.28296 1.29453
H -0.28650 -1.41325 0.64353
H -1.81394 -1.08418 -0.20776
*
```

=====

Record 6
DFT (the ωB97M-V functional and the def2-TZVPD basis) results for a cluster of 2 separate species, C16H17N in total.

Results
SMILES string: Cc1c[nH]c2ccccc12.Cc1ccccc1
DFT total energy: -18353.95587 eV
maximum force: 5.6 eV Å⁻¹
HOMO-LUMO gap: 9.11 eV
HOMO: -0.305 Ha

Structure (ORCA input):
```
! wB97M-V def2-TZVPD RIJCOSX def2/J DEFGRID3
* xyz 0 1
C 0.38632 -1.79728 -1.86562
C -0.77110 -1.41918 0.34824
C -0.25505 -2.27407 -0.62748
C -1.47785 -1.93450 1.42343
C -0.56490 -3.60234 -0.53270
C -1.51001 -3.34747 1.64240
C -1.02350 -4.18804 0.65041
H -0.58663 -0.42236 0.01623
H -2.02804 -1.40415 2.13602
H 1.44125 -2.09197 -1.98978
H 0.43534 -0.71691 -2.08506
H -0.52268 -4.16753 -1.41042
H -1.77965 -3.60393 2.59478
H -0.97551 -5.23977 0.72705
H -0.20336 -2.32554 -2.70755
C 0.57177 2.30793 2.81356
C -0.26800 1.96195 -0.86352
C 0.64082 1.88897 0.27536
C -0.22306 2.07508 1.53396
C -1.47271 1.96682 1.12014
C 0.32961 1.87780 -2.18124
C 1.55997 1.44916 -2.49612
C 2.01757 1.68658 0.00048
C 2.41185 1.48732 -1.31934
N -1.61147 1.91283 -0.37097
H -2.30034 2.47458 -0.77536
H -0.20597 2.41348 -2.99981
H -2.36085 2.24537 1.76318
H 1.94004 2.11728 -3.37897
H 2.67609 1.85396 0.76789
H 0.33452 3.47976 3.11963
H 1.59587 2.27395 2.73000
H 3.61796 1.46945 -1.58527
H 0.18170 1.59281 3.52647
*
```

=====

Q: Which of these has the lowest maximum force?
A: C16H17FeO5S